The following is a quantum chemistry calculation of a structure of composition C15H22Cl5N3PPdSb, from OMol25.

```
48
Properties=species:S:1:pos:R:3:forces:R:3:nbo_charge:R:1
Pd 0.704439 -1.145618 0.625647 0.045 -0.239 -0.080 0.238
Cl -0.630199 -2.466950 -2.664804 0.013 0.050 -0.011 0.011
C 0.126363 -3.545338 -1.535535 -0.120 -0.177 -0.367 0.005
C 0.591694 -3.077486 -0.344951 0.080 0.170 0.321 -0.370
C 1.189669 -4.094070 0.459689 0.213 -0.592 0.153 0.069
Cl 1.807517 -3.645141 1.974264 -0.057 0.132 -0.087 0.195
C 1.325275 -5.480322 0.106962 -0.053 0.338 0.129 -0.117
Cl 2.068887 -6.586788 1.153755 0.009 0.007 0.019 0.163
C 0.825541 -5.881461 -1.103680 0.113 -0.362 0.057 -0.086
Cl 0.922201 -7.501558 -1.599483 0.001 0.098 0.021 0.172
C 0.216185 -4.912911 -1.949113 -0.187 0.442 -0.161 -0.003
Cl -0.397782 -5.400090 -3.428028 0.044 -0.017 0.071 0.245
C 2.829113 -0.547924 3.957939 0.010 -0.016 0.055 -0.968
Sb 1.652188 0.468041 2.513610 0.108 -0.061 0.068 1.068
C 2.970989 2.057898 2.026911 0.008 0.061 -0.063 -0.970
C 0.305978 1.491688 3.794496 -0.114 0.017 0.023 -0.973
H 3.129783 0.163753 4.725348 0.008 -0.002 -0.004 0.250
H 3.718276 -0.970107 3.493462 -0.009 0.011 -0.034 0.246
H 2.252921 -1.346457 4.422245 -0.021 0.011 -0.011 0.242
H 3.389591 2.461652 2.946953 -0.001 -0.014 0.019 0.253
H 2.440039 2.856333 1.510135 -0.012 -0.007 -0.002 0.230
H 3.778645 1.703608 1.389938 -0.003 -0.029 0.008 0.249
H 0.859041 1.975109 4.597516 0.049 -0.024 -0.003 0.254
H -0.404539 0.787538 4.223863 0.010 -0.004 0.007 0.246
H -0.243157 2.255360 3.246411 0.018 0.009 -0.006 0.228
C -2.804582 2.612075 -0.885465 -0.050 -0.019 -0.018 -0.051
N -2.852905 1.336502 -1.746018 -0.012 0.009 -0.013 -0.389
C -2.069036 1.615742 -3.045480 -0.019 0.014 -0.023 -0.051
N -0.750996 2.051920 -2.757859 -0.019 -0.033 -0.012 -0.428
C -0.775521 3.249291 -1.923192 0.013 0.036 -0.022 -0.076
N -1.463071 3.006120 -0.657572 0.002 0.014 0.040 -0.431
C -0.733089 2.071660 0.199528 0.021 0.022 0.072 -0.551
P -0.503438 0.399334 -0.564664 -0.103 0.162 -0.032 0.873
C -2.292008 0.152792 -1.008573 -0.037 0.032 -0.084 -0.554
C 0.100903 0.994446 -2.208010 -0.014 0.043 -0.070 -0.542
H -3.327893 2.388017 0.043736 0.004 0.010 -0.009 0.228
H -3.345362 3.374513 -1.446590 0.001 -0.008 0.013 0.234
H -3.827168 1.144783 -1.987358 0.008 0.001 -0.013 0.440
H -2.628718 2.391294 -3.568981 -0.004 -0.014 0.004 0.234
H -2.075396 0.694040 -3.626516 0.000 0.000 0.013 0.227
H -1.293633 4.045959 -2.458869 0.011 -0.006 0.003 0.227
H 0.245065 3.571360 -1.724851 -0.008 0.002 -0.002 0.228
H -1.257434 1.965327 1.152153 0.003 -0.015 -0.006 0.243
H 0.251051 2.492197 0.419518 -0.005 -0.006 -0.006 0.244
H -2.885810 0.005780 -0.104979 0.040 0.014 0.018 0.253
H -2.412304 -0.725306 -1.640554 0.021 -0.015 0.011 0.260
H 0.156273 0.165608 -2.910679 0.010 -0.045 -0.019 0.252
H 1.116415 1.377789 -2.092279 -0.010 0.001 0.034 0.255
```
Positions in Å, forces in eV/Å.

Properties
HOMO level (alpha / beta) = -13.101 / -14.342 eV
Orbital gap (alpha / beta) = 7.301 / 5.058 eV
⟨S²⟩ = 2.02
Total charge = +2
Calculated total energy = -102283.18440 eV
Maximum force = 0.647 eV/A
Multiplicity = 3



The following is a quantum chemistry calculation of a structure of composition C22H19BF2N5O2PdS in a non-equilibrium geometry, from OMol25.

```
53
Properties=species:S:1:pos:R:3:forces:R:3:nbo_charge:R:1
Pd -0.377716 0.601716 0.562022 1.230 -1.219 0.847 0.970
N -0.860368 1.395213 2.834144 0.184 0.186 0.242 -0.772
C -0.010321 0.939200 3.830398 -0.134 -0.149 -0.171 0.240
C -0.528312 0.287860 4.948800 -0.056 -0.158 0.104 -0.258
C 0.304949 -0.089278 5.978112 -0.180 0.044 -0.115 -0.109
C 1.678285 0.184279 5.916748 0.308 0.110 -0.170 -0.212
C 2.205954 0.797844 4.807331 0.030 -0.059 0.525 -0.114
C 1.389858 1.150156 3.718291 0.104 0.186 -0.608 -0.082
C 2.007174 1.620191 2.492531 -0.192 -0.209 0.325 0.061
C 3.169025 2.417725 2.553993 0.362 0.134 -0.061 -0.233
C 3.885602 2.688492 1.419145 0.079 0.118 0.324 -0.168
C 3.506854 2.123260 0.187023 -0.271 -0.219 -0.089 -0.093
C 2.364057 1.352066 0.100293 0.318 0.043 0.079 -0.292
C 1.559162 1.155605 1.223627 -0.617 -0.071 -0.567 -0.126
H -1.842172 1.280194 3.041911 -0.147 0.063 -0.162 0.425
H -0.662584 2.334694 2.509657 -0.097 0.056 -0.101 0.429
H -1.594753 0.108123 5.012608 0.006 0.036 0.018 0.228
H -0.104452 -0.580043 6.850695 -0.026 0.005 -0.008 0.238
H 2.325667 -0.107775 6.731697 -0.010 -0.017 -0.006 0.239
H 3.272883 0.960728 4.742045 -0.014 -0.014 -0.028 0.227
H 3.484192 2.822456 3.507414 0.017 0.004 -0.029 0.231
H 4.760846 3.322515 1.471629 -0.008 -0.012 0.004 0.237
H 4.101916 2.300280 -0.699308 0.021 0.055 0.019 0.232
H 2.080725 0.930232 -0.853677 -0.082 0.033 -0.036 0.250
N 0.914989 -2.674367 -7.007871 0.004 0.019 0.064 -0.772
C 0.493689 -1.925059 -5.955965 -0.109 0.093 0.123 0.216
C -0.794330 -2.110432 -5.420005 0.035 -0.015 -0.044 -0.271
C -1.215507 -1.360110 -4.346679 0.088 -0.074 0.016 -0.187
C -0.343421 -0.436400 -3.782486 -0.821 0.410 0.307 -0.203
C 0.908144 -0.188159 -4.318695 0.115 0.129 0.033 -0.202
C 1.331951 -0.949939 -5.386153 0.021 -0.078 -0.081 -0.259
S -0.973467 0.457835 -2.313125 1.313 -1.158 -0.625 1.798
O -2.586230 1.254569 -1.167436 -0.274 -0.114 -0.221 -0.969
O 0.028317 1.474941 -2.015546 -0.101 0.273 -0.202 -0.906
N -0.746826 -0.693076 -1.165316 0.197 0.820 0.264 -0.859
C -1.809871 -1.330091 -0.578556 -0.793 -0.467 0.249 0.555
N -1.827272 -1.195244 0.762622 0.256 0.098 -0.299 -0.540
C -2.848608 -1.728895 1.423536 -0.021 -0.080 0.029 0.111
C -3.837515 -2.438961 0.771442 0.033 0.029 0.049 -0.317
C -3.710748 -2.552810 -0.606979 0.049 0.027 0.043 0.127
N -2.711282 -2.003402 -1.283496 0.160 0.121 -0.179 -0.468
H 0.305541 -3.350777 -7.425687 0.025 -0.027 -0.061 0.400
H 1.820985 -2.532044 -7.411477 0.000 -0.021 -0.042 0.400
H -1.453721 -2.849393 -5.858350 0.005 0.005 0.006 0.221
H -2.195780 -1.511174 -3.911905 -0.013 -0.033 -0.049 0.244
H 1.548789 0.571308 -3.890624 -0.027 -0.002 -0.010 0.239
H 2.324331 -0.806106 -5.795800 -0.007 0.045 0.016 0.219
H -2.859427 -1.579851 2.496679 -0.040 -0.033 0.002 0.202
H -4.665928 -2.875920 1.307461 0.008 -0.012 -0.010 0.243
H -4.435182 -3.101816 -1.197644 -0.038 0.011 0.052 0.213
F -1.362327 2.837129 0.162732 -0.279 0.120 -0.237 -0.524
B -2.360374 1.900437 -0.071196 -0.444 0.870 0.685 1.274
F -3.055407 1.702055 1.099377 -0.169 0.096 -0.217 -0.529
```
Positions in Å, forces in eV/Å.

Properties
HOMO level (alpha / beta) = -10.346 / -10.347 eV
Orbital gap (alpha / beta) = 7.310 / 3.777 eV
⟨S²⟩ = 6.04
Total charge = +1
Calculated total energy = -55087.09659 eV
Maximum force = 1.928 eV/A
Multiplicity = 5



The following is a quantum chemistry calculation of an isolated molecule of C6H5N3O in a non-equilibrium geometry, from OMol25.

```
15
Properties=species:S:1:pos:R:3:forces:R:3:nbo_charge:R:1
C -0.513545 0.534533 1.310823 1.737 0.922 -1.317 0.624
C 1.850762 0.374052 1.045093 -2.549 -0.886 -0.684 0.298
C 0.609720 -0.432973 -0.825943 0.448 1.841 3.859 0.102
C 0.174749 -0.834755 -2.043832 0.878 -1.578 -3.851 -0.342
C -1.183747 -0.719480 -1.999923 -1.714 -0.026 -1.860 -0.027
C -0.491533 0.029155 -0.055152 2.736 -1.083 0.750 -0.035
H 2.848413 0.383176 1.357028 1.304 0.665 1.129 0.177
H 2.649867 -0.737252 -0.433037 -0.269 0.232 -0.234 0.407
H 0.685493 -1.179799 -3.002185 -0.402 0.556 1.845 0.240
H -1.931775 -0.789667 -2.832675 0.914 -0.213 1.184 0.225
H -2.490151 -0.104990 -0.391014 1.900 -0.176 -1.190 0.440
N 0.836604 0.814481 1.724716 -0.325 -0.208 0.587 -0.533
N 1.789198 -0.294909 -0.135412 1.351 -0.283 -0.688 -0.531
N -1.511404 -0.243538 -0.800142 -6.549 0.641 0.311 -0.457
O -1.530135 0.849139 1.898919 0.540 -0.403 0.158 -0.588
```
Positions in Å, forces in eV/Å.

Properties
HOMO level = -8.419 eV
Orbital gap = 9.045 eV
ΔE to the lowest compared entry with this formula, charge and spin = 6.4 kcal/mol
Total charge = 0
Calculated total energy = -12820.26980 eV
Maximum force = 6.588 eV/A
Structure (SMILES) = O=c1nc[nH]c2cc[nH]c12



The highest calculated total energy belongs to which entry? C6H5N3O



Please write out number 3 again, unchanged.
The following is a quantum chemistry calculation of an isolated molecule of C6H5N3O in a non-equilibrium geometry, from OMol25.

```
15
Properties=species:S:1:pos:R:3:forces:R:3:nbo_charge:R:1
C -0.513545 0.534533 1.310823 1.737 0.922 -1.317 0.624
C 1.850762 0.374052 1.045093 -2.549 -0.886 -0.684 0.298
C 0.609720 -0.432973 -0.825943 0.448 1.841 3.859 0.102
C 0.174749 -0.834755 -2.043832 0.878 -1.578 -3.851 -0.342
C -1.183747 -0.719480 -1.999923 -1.714 -0.026 -1.860 -0.027
C -0.491533 0.029155 -0.055152 2.736 -1.083 0.750 -0.035
H 2.848413 0.383176 1.357028 1.304 0.665 1.129 0.177
H 2.649867 -0.737252 -0.433037 -0.269 0.232 -0.234 0.407
H 0.685493 -1.179799 -3.002185 -0.402 0.556 1.845 0.240
H -1.931775 -0.789667 -2.832675 0.914 -0.213 1.184 0.225
H -2.490151 -0.104990 -0.391014 1.900 -0.176 -1.190 0.440
N 0.836604 0.814481 1.724716 -0.325 -0.208 0.587 -0.533
N 1.789198 -0.294909 -0.135412 1.351 -0.283 -0.688 -0.531
N -1.511404 -0.243538 -0.800142 -6.549 0.641 0.311 -0.457
O -1.530135 0.849139 1.898919 0.540 -0.403 0.158 -0.588
```
Positions in Å, forces in eV/Å.

Properties
HOMO level = -8.419 eV
Orbital gap = 9.045 eV
ΔE to the lowest compared entry with this formula, charge and spin = 6.4 kcal/mol
Total charge = 0
Calculated total energy = -12820.26980 eV
Maximum force = 6.588 eV/A
Structure (SMILES) = O=c1nc[nH]c2cc[nH]c12



Which value of maximum force does entry 2 give? 1.928 eV/A